# 1
{
  "formula": "C23H51ClO14P2S3Si",
  "method": "ωB97M-V with the def2-TZVPD basis set",
  "charge": 0,
  "smiles": "C[C@@H](COC(=O)CS[SiH2]CCCCS(=O)(=O)Cl)OC(=O)CS.CCOP(=O)(OCC)OCC.CCOP(=O)(OCC)OCC",
  "homo_lumo_gap_ev": 7.2544,
  "total_energy_ev": -124814.94321,
  "e_lumo_ev": -1.9,
  "symbols": ["H", "O", "C", "H", "H", "H", "H", "H", "H", "O", "H", "H", "H", "O", "C", "C", "H", "C", "H", "O", "C", "H", "C", "H", "O", "H", "C", "H", "H", "C", "H", "H", "H", "H", "C", "H", "C", "H", "C", "S", "O", "H", "S", "H", "C", "P", "H", "H", "H", "H", "O", "C", "H", "Cl", "H", "H", "O", "H", "H", "C", "H", "O", "C", "O", "H", "H", "H", "C", "H", "O", "H", "P", "O", "C", "H", "H", "H", "H", "H", "C", "C", "C", "O", "H", "S", "H", "H", "C", "C", "H", "O", "H", "H", "Si", "C"],
  "positions_angstrom": [[-3.593, -2.940, -1.772], [4.519, 6.265, 9.557], [0.687, 8.047, 7.615], [-3.294, 0.266, -6.451], [-0.986, 6.462, 7.057], [2.615, 8.511, 10.541], [2.491, 9.353, 8.811], [-2.465, 2.720, -3.466], [-3.824, -4.245, 3.457], [-0.118, -3.648, 5.483], [-4.764, 2.421, -1.477], [-0.504, -5.781, 3.251], [0.645, -0.428, 1.390], [-4.705, -1.576, -2.885], [-3.915, 2.011, -2.034], [5.382, -2.722, -6.051], [4.483, -6.882, -3.658], [-1.327, -5.253, 3.914], [5.240, -3.726, -6.462], [-3.130, -0.588, -1.404], [-0.939, -3.945, -7.103], [-5.195, -1.550, -0.283], [-0.868, -3.718, 4.366], [2.943, -6.421, -5.598], [-1.018, 1.247, 4.594], [0.748, -3.175, -8.237], [0.221, 1.308, 4.035], [0.602, -2.664, 0.500], [1.573, 6.246, 8.907], [2.627, 8.317, 9.385], [-0.562, -4.945, -6.871], [-4.108, 3.289, -3.770], [5.198, -2.011, -6.862], [-1.554, -3.638, -6.251], [4.442, -2.465, -4.890], [-3.151, 3.990, -2.442], [-0.265, -2.903, 1.272], [-0.956, -0.053, 2.311], [4.158, -5.870, -3.913], [4.263, 7.606, 8.814], [3.079, -2.476, -5.268], [-0.320, -4.059, 1.455], [-0.022, 3.944, 5.273], [6.423, -2.630, -5.728], [-3.042, 0.497, -5.411], [2.492, -3.780, -6.243], [4.650, -1.472, -4.478], [0.855, 3.294, 2.999], [4.088, -5.278, -2.995], [-6.533, -2.365, -1.073], [5.373, 8.598, 9.338], [-5.479, -2.473, -0.797], [-0.175, 8.791, 7.972], [4.512, 7.502, 6.745], [-0.450, 7.638, 5.683], [-0.218, -1.949, -7.426], [1.966, -4.946, -7.114], [-1.279, -0.750, -5.363], [2.077, 5.256, 6.884], [-1.554, 0.298, -5.209], [-1.329, -2.589, 0.844], [0.934, 0.156, 3.456], [0.107, -0.543, 2.447], [2.321, -4.587, -4.801], [-5.020, -3.568, -2.585], [-1.486, -5.883, 4.914], [4.602, -3.178, -4.079], [-0.024, 6.986, 6.588], [2.039, 2.726, 4.457], [-1.197, -2.504, 3.594], [-1.576, -4.008, -7.989], [-3.460, -0.477, -2.913], [1.049, -2.958, -6.188], [0.194, -2.957, -7.318], [2.103, -6.459, -4.045], [0.487, 7.469, 9.842], [-3.334, 1.535, -5.243], [-0.987, 0.920, -5.908], [-1.251, 0.566, -4.192], [-4.630, -2.707, -2.034], [-0.015, -2.183, 2.739], [-3.382, 3.067, -2.980], [-4.391, 0.890, -2.758], [4.930, -5.414, -4.540], [-2.974, -5.266, 3.000], [1.436, 8.703, 6.999], [1.939, 6.216, 4.648], [0.921, 2.825, 4.093], [1.308, 7.383, 8.981], [0.987, -2.594, 3.200], [-3.829, -0.353, -4.599], [-5.385, -3.307, -0.096], [-3.143, 1.740, -1.307], [1.188, 5.706, 5.786], [2.830, -5.900, -4.642]],
  "forces_ev_per_a": [[-0.166, 0.101, 0.076], [-2.017, 3.800, -3.668], [-1.431, -0.039, 0.037], [-0.099, -0.120, 0.161], [2.204, 1.060, -0.831], [0.969, -0.636, -2.315], [0.617, -2.240, 1.373], [0.024, 0.059, 0.033], [1.544, -0.770, 0.155], [-4.885, -0.129, -7.269], [0.016, -0.134, -0.027], [-1.828, 1.334, 1.210], [-0.906, -0.300, 2.431], [1.450, -0.115, -1.056], [-0.156, 0.497, 0.313], [0.017, 0.162, -0.054], [-0.019, 0.070, -0.022], [-0.321, 0.998, 1.523], [0.015, -0.153, 0.053], [3.660, -0.334, -2.759], [-0.122, -0.167, 0.110], [0.150, -0.178, -0.091], [3.980, 0.229, 5.043], [-0.175, 0.166, 0.060], [8.110, -0.299, -4.164], [-0.122, -0.094, 0.152], [-5.730, 0.166, 3.221], [-1.863, -0.469, 1.698], [-0.315, 2.260, -0.041], [-2.660, 0.690, -0.832], [0.078, 0.171, -0.178], [0.038, 0.012, 0.177], [0.047, 0.004, 0.141], [0.037, 0.060, -0.130], [0.492, 0.250, 0.366], [-0.013, -0.058, -0.032], [-0.403, -0.165, 0.397], [2.089, -1.120, 0.670], [0.182, 0.075, 0.090], [6.070, -0.318, 7.233], [1.461, -0.485, -3.338], [0.191, 2.175, -0.458], [0.095, -0.383, -0.536], [-0.096, -0.064, -0.099], [0.104, 0.312, -0.565], [-7.896, -1.365, 5.304], [-0.202, -0.045, -0.081], [0.330, -1.243, 2.359], [-0.050, -0.151, -0.080], [0.128, -0.104, -0.023], [-4.475, -2.726, -2.837], [-0.153, 0.135, 0.157], [1.946, -1.482, -0.817], [-0.748, -0.013, 0.970], [0.771, -1.345, 1.912], [0.120, 0.021, 0.112], [3.938, 1.928, -1.439], [-0.020, 0.099, -0.064], [0.259, 0.116, -0.245], [0.003, -0.151, -0.134], [2.403, -0.498, 0.872], [-2.748, 3.004, 0.326], [-0.724, -1.199, -1.160], [1.298, -0.201, -0.346], [0.018, 0.149, -0.105], [0.722, 1.660, -2.204], [-0.006, -0.151, -0.036], [-1.331, 1.148, -0.535], [-2.249, 0.107, -1.018], [2.285, -2.923, 1.006], [0.020, 0.028, 0.064], [-9.225, 0.700, 2.712], [1.466, 0.761, -0.567], [-0.489, -0.242, -0.293], [-0.036, 0.103, -0.088], [1.991, -0.081, -1.832], [0.029, 0.068, 0.133], [0.009, -0.068, 0.131], [0.004, 0.127, 0.099], [-0.170, -0.319, 0.504], [0.568, 0.679, -1.916], [0.073, 0.100, -0.187], [1.251, 0.523, -0.293], [0.029, -0.071, 0.011], [0.059, 0.139, -0.232], [-1.104, -1.411, 1.305], [0.179, 0.234, -0.267], [1.267, -1.011, -1.023], [0.047, 0.672, 0.027], [-2.072, 1.014, -0.658], [3.335, -1.244, 0.990], [-0.015, 0.022, -0.052], [-0.190, -0.138, -0.064], [-0.928, -0.666, 1.037], [-0.025, -0.567, 0.303]],
  "lowdin_charge": [0.100, -0.404, -0.284, 0.124, 0.099, 0.134, 0.123, 0.061, -0.110, -0.012, 0.121, 0.105, 0.144, -0.228, -0.303, -0.088, 0.079, -0.443, 0.065, -0.256, -0.072, 0.072, -0.293, 0.104, -0.061, 0.104, -0.272, 0.097, 0.101, -0.261, 0.074, 0.080, 0.085, 0.073, -0.308, 0.078, -0.066, 0.156, -0.086, 0.474, -0.205, 0.068, 0.542, 0.086, -0.303, 0.742, 0.124, 0.108, 0.080, 0.078, -0.446, -0.075, 0.125, 0.334, 0.091, 0.104, -0.244, 0.073, -0.065, -0.082, 0.107, -0.087, -0.107, -0.224, 0.115, 0.102, 0.095, -0.380, 0.100, -0.095, 0.078, 0.743, -0.235, -0.315, 0.121, 0.132, 0.095, 0.088, 0.066, -0.309, -0.263, -0.086, -0.222, 0.062, 0.602, 0.102, -0.067, -0.438, -0.215, 0.168, -0.200, 0.073, 0.102, 0.352, -0.302]
}

=====

# 2
{
  "formula": "C5H16O3S2",
  "method": "ωB97M-V with the def2-TZVPD basis set",
  "charge": 0,
  "relative_energy_kj_mol": 37.7,
  "smiles": "CCSSCCCO.O.O",
  "homo_lumo_gap_ev": 8.6704,
  "total_energy_ev": -33256.83233,
  "e_lumo_ev": 0.5,
  "symbols": ["H", "H", "O", "H", "H", "C", "O", "H", "H", "H", "H", "C", "S", "H", "C", "H", "C", "H", "H", "S", "H", "C", "H", "H", "O", "H"],
  "positions_angstrom": [[-0.087, -0.943, -0.275], [-1.006, 2.102, 1.503], [-1.882, 1.867, 1.181], [1.147, 0.946, 0.572], [-2.543, 2.210, 1.791], [-1.312, 1.434, -1.429], [1.127, 0.493, 1.516], [-0.491, -0.362, 1.620], [-2.335, 1.542, -1.740], [0.629, -2.234, 1.625], [-0.883, 2.441, -1.212], [0.693, -1.706, -0.422], [1.858, -1.186, -1.723], [-1.939, -0.165, 1.423], [2.056, -0.615, 1.455], [-1.225, 0.741, -0.568], [1.421, -1.899, 0.923], [-0.809, 1.420, -3.503], [0.151, -2.646, -0.701], [1.180, 0.637, -2.314], [2.088, -2.753, 0.777], [-0.593, 0.745, -2.659], [2.360, -0.712, 2.503], [-1.162, -0.196, -2.793], [-1.329, -0.861, 1.665], [2.884, -0.302, 0.785]],
  "forces_ev_per_a": [[0.399, -0.337, -0.414], [-0.083, 0.093, 0.324], [-0.529, 0.185, 0.130], [-0.096, -1.342, 2.611], [0.327, 0.119, 0.166], [1.538, -0.779, -0.766], [-0.037, 1.208, -3.130], [-0.099, -0.218, 0.326], [-0.653, 0.157, 0.284], [0.507, 0.092, -0.222], [-0.272, -0.879, -0.043], [-0.392, -0.076, 0.581], [-0.757, -0.773, -0.464], [-0.525, 0.233, 0.010], [0.392, 0.253, -0.269], [-0.202, 0.796, -0.599], [-1.300, -0.360, -0.040], [0.684, -0.548, -0.139], [0.653, 0.792, 0.040], [0.369, 1.055, -0.037], [0.467, 0.389, 0.427], [-1.754, 0.439, 1.207], [0.342, -0.275, -0.407], [0.895, 0.199, -0.280], [0.290, -0.109, 0.022], [-0.167, -0.314, 0.682]],
  "lowdin_charge": [0.028, 0.055, -0.062, 0.118, 0.069, -0.192, -0.150, -0.016, 0.064, 0.110, 0.080, -0.543, 0.498, 0.001, -0.248, 0.029, -0.258, 0.065, 0.097, 0.473, 0.111, -0.569, 0.123, 0.087, -0.078, 0.106]
}

=====

# 3
{
  "formula": "CH8NP3",
  "method": "ωB97M-V with the def2-TZVPD basis set",
  "charge": 0,
  "relative_energy_kj_mol": 136.2,
  "smiles": "N#P(P)P.C",
  "homo_lumo_gap_ev": 8.2548,
  "total_energy_ev": -30519.90834,
  "e_lumo_ev": -0.5,
  "symbols": ["H", "P", "P", "H", "H", "H", "H", "H", "H", "H", "N", "C", "P"],
  "positions_angstrom": [[-2.783, -0.253, 1.105], [2.347, -1.650, -1.456], [1.649, 1.892, -0.866], [-2.668, -0.989, 2.709], [0.980, 2.031, 0.350], [2.021, -1.678, -2.815], [3.300, -0.645, -1.642], [-2.013, 0.631, 2.425], [0.573, 2.430, -1.568], [-1.221, -0.780, 1.710], [-0.725, -0.467, -0.854], [-2.170, -0.348, 1.991], [0.711, -0.173, -1.088]],
  "forces_ev_per_a": [[-0.046, 0.004, -0.164], [-0.404, -0.208, 0.363], [0.242, -0.611, -0.160], [-0.081, -0.101, 0.180], [-0.138, 0.084, 0.428], [-0.060, -0.105, -0.384], [0.243, 0.291, -0.033], [0.034, 0.189, 0.116], [-0.314, 0.233, -0.295], [0.164, -0.092, -0.059], [-0.925, -0.380, -0.043], [-0.111, -0.002, 0.035], [1.397, 0.699, 0.016]],
  "lowdin_charge": [0.002, 0.510, 0.508, 0.009, -0.182, -0.172, -0.193, 0.009, -0.176, -0.019, -0.404, -0.072, 0.181]
}

=====

- Which value of charge does entry 2 give?
  0

=====

Copy entry 3 word for word.
{
  "formula": "CH8NP3",
  "method": "ωB97M-V with the def2-TZVPD basis set",
  "charge": 0,
  "relative_energy_kj_mol": 136.2,
  "smiles": "N#P(P)P.C",
  "homo_lumo_gap_ev": 8.2548,
  "total_energy_ev": -30519.90834,
  "e_lumo_ev": -0.5,
  "symbols": ["H", "P", "P", "H", "H", "H", "H", "H", "H", "H", "N", "C", "P"],
  "positions_angstrom": [[-2.783, -0.253, 1.105], [2.347, -1.650, -1.456], [1.649, 1.892, -0.866], [-2.668, -0.989, 2.709], [0.980, 2.031, 0.350], [2.021, -1.678, -2.815], [3.300, -0.645, -1.642], [-2.013, 0.631, 2.425], [0.573, 2.430, -1.568], [-1.221, -0.780, 1.710], [-0.725, -0.467, -0.854], [-2.170, -0.348, 1.991], [0.711, -0.173, -1.088]],
  "forces_ev_per_a": [[-0.046, 0.004, -0.164], [-0.404, -0.208, 0.363], [0.242, -0.611, -0.160], [-0.081, -0.101, 0.180], [-0.138, 0.084, 0.428], [-0.060, -0.105, -0.384], [0.243, 0.291, -0.033], [0.034, 0.189, 0.116], [-0.314, 0.233, -0.295], [0.164, -0.092, -0.059], [-0.925, -0.380, -0.043], [-0.111, -0.002, 0.035], [1.397, 0.699, 0.016]],
  "lowdin_charge": [0.002, 0.510, 0.508, 0.009, -0.182, -0.172, -0.193, 0.009, -0.176, -0.019, -0.404, -0.072, 0.181]
}